# 1
Formula: C3H8Cl2N2
Source: OMol25
Level of theory: ωB97M-V/def2-TZVPD

Properties
Calculated total energy = -31264.0500 eV
Net charge = 0
Frontier orbital gap = 10.2 eV
Max |F| = 4.26 eV Å⁻¹
E_HOMO = -9.52 eV

Atoms and positions in Å:
C1 -0.633 0.014 0.576
C2 -1.712 -0.688 -0.240
C3 0.829 -0.257 0.192
N1 1.174 0.876 -1.289
N2 1.648 0.285 1.182
Cl1 -3.418 -0.381 0.303
Cl2 1.156 -1.900 -0.273
H1 -0.851 -0.372 1.669
H2 -0.598 1.140 0.410
H3 -1.542 -0.513 -1.350
H4 -1.402 -1.802 -0.310
H5 0.658 0.564 -2.118
H6 0.573 1.706 -1.096
H7 2.582 0.091 0.849
H8 1.534 1.237 1.493

***

# 2
Formula: H14NO10
Source: OMol25
Level of theory: ωB97M-V/def2-TZVPD

Properties
Calculated total energy = -22190.2793 eV
Net charge = -1
Frontier orbital gap = 9.6 eV
Max |F| = 8.33 eV Å⁻¹
E_HOMO = -6.57 eV

Atoms and positions in Å:
N1 -27.361 5.792 -21.049
O1 -26.194 5.998 -21.254
O2 -27.687 4.625 -20.785
O3 -27.903 6.677 -20.322
O4 -28.762 3.747 -18.008
H1 -28.358 4.597 -17.974
H2 -28.738 3.730 -18.930
O5 -23.437 5.680 -22.038
H3 -24.337 5.648 -22.077
H4 -23.153 4.798 -22.112
O6 -28.106 6.243 -17.339
H5 -27.179 6.140 -17.262
H6 -28.206 6.663 -18.187
O7 -25.914 4.878 -18.296
H7 -25.069 5.197 -18.015
H8 -25.817 5.246 -19.172
O8 -26.645 8.874 -19.261
H9 -26.165 9.339 -19.878
H10 -27.292 8.384 -19.777
O9 -25.583 3.205 -22.017
H11 -25.919 2.295 -21.803
H12 -26.232 3.728 -21.642
O10 -25.188 8.467 -21.982
H13 -25.623 7.680 -21.667
H14 -24.913 8.326 -22.844